Entry 1:
Below is 2 unconnected molecules or ions with the total composition C3H8N3O2, with properties calculated with ωB97M-V/def2-TZVPD.

Last column: natural (NBO) charge in e.
Atoms and positions in Å:
C -1.08983 -0.43165 -0.52803  0.43
C 0.86605 -2.00879 -0.31988  -0.64
C 0.09773 -0.76900 -0.28439  -0.21
N -4.23659 0.71474 0.62527  0.16
N -2.21738 0.06397 -0.68387  -0.26
N -5.06145 0.46205 -0.25583  -0.22
O 1.33407 1.50754 0.72228  -0.97
O -2.94975 0.38475 0.66282  -0.23
H 0.13669 -2.75366 -0.52323  0.24
H 1.62090 -1.76878 -1.10400  0.27
H 1.47125 -2.06577 0.67240  0.27
H 0.79987 0.12635 -0.06365  0.32
H -4.58056 1.05691 1.49179  0.43
H 1.17257 2.42428 0.39850  0.52
H -4.69923 0.07521 -1.16631  0.40
H 2.29272 1.24690 0.91570  0.51

E_HOMO (alpha / beta) = -10.83 / -14.33 eV
lowest unoccupied orbital energy (alpha / beta) = -5.004 / -7.283 eV
energy relative to the best compared isomer or geometry (same formula, charge and spin) = 118.9 kcal/mol
Kohn-Sham gap (alpha / beta) = 5.829 / 7.050 eV
calculated total energy = -11788.7799 eV
max |F| = 13.168 eV Å⁻¹
⟨S²⟩ = 2.013
total charge = +1
multiplicity = 3

Entry 2:
Below is a single C2H7NS molecule, with properties calculated with ωB97M-V/def2-TZVPD.

Last column: natural (NBO) charge in e.
Atoms and positions in Å:
N 1.18522 -0.92650 0.84207  -0.83
C 0.36364 0.20394 0.48554  -0.23
C -0.63091 -0.05831 -0.63591  -0.54
S -1.80353 1.24772 -1.03647  -0.03
H 0.71068 -1.58199 1.46033  0.36
H 1.48518 -1.45961 0.03532  0.35
H 1.04296 0.98005 0.11469  0.18
H -0.06720 0.69208 1.35676  0.20
H -0.07132 -0.39948 -1.51521  0.20
H -1.22173 -0.95658 -0.39368  0.21
H -0.99301 2.25868 -0.71343  0.11

E_HOMO = -9.04 eV
lowest unoccupied orbital energy = 1.034 eV
energy relative to the best compared isomer or geometry (same formula, charge and spin) = 2.2 kcal/mol
Kohn-Sham gap = 10.079 eV
calculated total energy = -14512.5640 eV
max |F| = 1.444 eV Å⁻¹

Entry 3:
Below is a gas-phase ion, C4H12N2 (charge -1), with properties calculated with ωB97M-V/def2-TZVPD.

Last column: natural (NBO) charge in e.
Atoms and positions in Å:
C -0.87979 -0.02342 0.00502  -0.43
C -0.06253 -1.09157 -0.65237  -0.43
C 1.36363 -0.73910 -1.03240  -0.44
N 1.30680 0.37371 -1.96687  -0.88
C -0.52794 0.17839 1.45325  -0.63
N -1.36045 1.13611 2.11631  -0.94
H -0.79245 0.83937 -0.80241  0.18
H -1.98939 -0.20909 -0.07670  0.19
H -0.02448 -2.05630 -0.06456  0.18
H -0.34280 -1.40587 -1.73238  0.20
H 2.05269 -0.37473 -0.25178  0.14
H 1.77939 -1.50008 -1.55440  0.17
H 2.31713 0.54194 -2.12668  0.33
H 0.93604 1.23808 -1.57488  0.34
H 0.60932 0.44722 1.34907  0.14
H -0.63163 -0.80576 1.94733  0.17
H -1.03264 2.06812 2.34634  0.35
H -1.86587 0.70252 2.85396  0.35

E_HOMO (alpha / beta) = 1.41 / -5.14 eV
lowest unoccupied orbital energy (alpha / beta) = 4.116 / 4.430 eV
energy relative to the best compared isomer or geometry (same formula, charge and spin) = 29.5 kcal/mol
Kohn-Sham gap (alpha / beta) = 2.705 / 9.568 eV
calculated total energy = -7320.0445 eV
max |F| = 4.466 eV Å⁻¹
⟨S²⟩ = 0.750
total charge = -1
multiplicity = 2

Entry 4:
Below is a single C5H7IN2 molecule, with properties calculated with ωB97M-V/def2-TZVPD.

Last column: natural (NBO) charge in e.
Atoms and positions in Å:
C 1.36226 1.99511 0.08391  -0.64
C 0.28800 1.05899 0.20340  0.04
C -0.35761 0.22478 -0.61725  -0.22
C -1.51988 -0.48964 0.47422  -0.03
C -1.38651 -1.98333 0.46086  -0.64
I -3.39051 0.20920 -0.13515  0.17
N -1.15528 0.15289 1.65284  -0.19
N -0.25759 1.03276 1.53202  -0.12
H 2.27691 1.56790 0.59609  0.23
H 1.18158 2.85485 0.64572  0.24
H 1.54288 2.18372 -1.08019  0.22
H -0.41992 -0.25303 -1.63160  0.25
H -0.32641 -2.11670 0.19829  0.23
H -2.00020 -2.35109 -0.28785  0.23
H -1.65889 -2.26293 1.42448  0.23

E_HOMO = -9.31 eV
lowest unoccupied orbital energy = -0.449 eV
energy relative to the best compared isomer or geometry (same formula, charge and spin) = 63.8 kcal/mol
Kohn-Sham gap = 8.866 eV
calculated total energy = -16376.3117 eV
max |F| = 5.391 eV Å⁻¹

Entry 5:
Below is 14 unconnected molecules or ions with the total composition C4H37N2O15, with properties calculated with ωB97M-V/def2-TZVPD.

Last column: natural (NBO) charge in e.
Atoms and positions in Å:
N -0.33203 -0.06730 -1.88463  -0.77
C -0.87538 -0.99657 -0.90785  -0.23
C -2.31610 -0.35261 -0.38507  0.11
C -3.04230 -1.25727 0.54454  -0.66
O -3.01797 -0.11034 -1.60546  -0.76
C 0.13659 -1.05830 0.21771  0.67
N 0.19491 -2.26056 0.84381  -0.83
O 0.78048 -0.08137 0.40615  -0.64
H 0.20438 -0.51744 -2.63746  0.46
H 0.30199 0.63702 -1.56066  0.49
H -1.12682 0.59875 -2.30628  0.48
H -0.95860 -2.02869 -1.34751  0.25
H -2.09292 0.61830 0.06351  0.18
H -2.38277 -1.23216 1.40235  0.23
H -2.88739 -2.18931 0.16402  0.21
H -4.00999 -1.10416 0.85466  0.23
H -3.59909 -0.85967 -1.87078  0.48
H -0.07756 -3.12192 0.43441  0.43
H 0.75882 -2.45929 1.66110  0.41
H 2.54013 2.63082 1.36356  0.44
H 3.98883 3.16744 0.94565  0.47
O 3.25715 2.48779 0.78132  -1.10
H -3.36390 0.62464 3.14380  0.47
H -3.83391 -0.53569 3.91282  0.48
O -3.08553 0.01678 3.63218  -0.94
H 2.62267 -0.69067 -3.56398  0.48
H 2.78511 -0.13864 -2.10286  0.51
O 2.26120 -0.70584 -2.65445  -1.05
H -2.39230 2.34996 -4.40029  0.46
H -1.14548 3.08944 -4.43703  0.47
O -1.45379 2.16382 -4.41087  -0.96
H -4.71896 1.99852 1.63070  0.45
H -3.63009 2.91578 1.82998  0.48
O -3.85299 1.94297 1.65765  -0.98
H -0.41466 -0.83501 2.56440  0.46
H -1.34629 -0.37178 3.51244  0.49
O -0.45873 -0.52087 3.50473  -0.96
H 3.90733 -0.22313 0.56109  0.51
H 5.34916 -0.77970 -0.02386  0.48
O 4.45816 -0.49860 -0.16578  -1.04
H -0.87495 1.86562 0.29186  0.45
H 0.19520 2.48175 1.12165  0.45
O -0.62933 2.71331 0.64134  -1.02
H 2.98713 1.74437 -0.95825  0.49
H 4.12627 0.92667 -1.44012  0.48
O 3.45548 1.43841 -1.76376  -1.00
H 0.85960 -4.03127 -1.79498  0.50
H 0.05904 -5.22504 -1.49245  0.47
O -0.01402 -4.25737 -1.38956  -1.00
H 1.03118 1.00635 5.52941  0.46
H 0.91090 -0.18635 4.55760  0.49
O 1.55118 0.39278 4.95213  -0.98
H 2.09848 -2.23416 -1.77415  0.49
H 2.93374 -2.78467 -0.58291  0.49
O 2.02344 -2.76162 -0.99222  -1.03
H 1.52042 2.96858 -1.63797  0.47
H 0.11559 3.10122 -0.95346  0.49
O 0.51926 2.59626 -1.68190  -1.05

E_HOMO (alpha / beta) = -1.94 / -10.06 eV
lowest unoccupied orbital energy (alpha / beta) = 0.205 / 0.145 eV
energy relative to the best compared isomer or geometry (same formula, charge and spin) = 136.4 kcal/mol
Kohn-Sham gap (alpha / beta) = 2.150 / 10.206 eV
calculated total energy = -38436.6174 eV
max |F| = 11.691 eV Å⁻¹
⟨S²⟩ = 0.751
multiplicity = 2

Entry 6:
Below is a single H2 molecule, with properties calculated with ωB97M-V/def2-TZVPD.

Last column: Löwdin charge in e.
Atoms and positions in Å:
H 0.00000 0.00000 0.37070  0.00
H 0.00000 0.00000 -0.37070  0.00

E_HOMO = -14.48 eV
lowest unoccupied orbital energy = 2.588 eV
energy relative to the best compared isomer or geometry (same formula, charge and spin) = 0.0 kcal/mol
Kohn-Sham gap = 17.072 eV
calculated total energy = -31.5891 eV
max |F| = 0.006 eV Å⁻¹